[1]
{
  "formula": "C26H24FN6O7Zr",
  "method": "ωB97M-V/def2-TZVPD",
  "elements": ["Zr", "O", "C", "O", "C", "C", "C", "C", "C", "N", "C", "O", "O", "H", "H", "H", "C", "C", "C", "C", "C", "C", "C", "F", "C", "C", "C", "O", "C", "C", "N", "C", "C", "O", "O", "H", "H", "H", "H", "H", "H", "H", "H", "H", "H", "H", "C", "C", "C", "C", "N", "C", "N", "N", "N", "H", "H", "H", "H", "H", "H", "H", "H", "H", "H"],
  "xyz": [[-0.6714, -0.7136, 0.4732], [1.0322, -2.7153, -2.4361], [0.1570, -2.1114, -1.8597], [-0.2487, -2.3351, -0.6458], [-0.5535, -0.8944, -2.4832], [-0.5710, -0.3823, -3.7767], [-1.3143, 0.7771, -4.0007], [-2.0542, 1.3694, -2.9794], [-1.9956, 0.7829, -1.7196], [-1.2394, -0.2874, -1.5255], [-2.6927, 1.1394, -0.3773], [-3.2971, 2.1735, -0.2233], [-2.4931, 0.2151, 0.5037], [-0.0309, -0.8686, -4.5734], [-1.3233, 1.2187, -4.9870], [-2.6497, 2.2534, -3.1448], [0.3856, 3.6097, 5.9222], [-0.9898, 3.8745, 5.3053], [-1.1807, 5.3819, 5.1229], [-2.2030, 5.6956, 4.0358], [-1.7141, 5.0931, 2.7577], [-1.8071, 5.7183, 1.5382], [-1.3200, 5.0862, 0.3917], [-1.3694, 5.7458, -0.7670], [-0.8191, 3.8115, 0.4248], [-0.7865, 3.1228, 1.6481], [-0.4603, 1.7171, 1.6784], [-0.0234, 1.1470, 0.6077], [-0.6617, 1.0549, 2.9200], [-0.8847, 1.8281, 4.0425], [-1.0573, 3.1468, 4.0290], [-1.1666, 3.7966, 2.8274], [-0.5611, -0.4609, 3.2100], [-0.1462, -0.7999, 4.2920], [-0.9712, -1.2704, 2.2876], [0.4955, 4.1813, 6.8403], [1.1599, 3.9316, 5.2281], [0.5386, 2.5567, 6.1415], [-1.7785, 3.4749, 5.9523], [-0.2323, 5.8442, 4.8419], [-1.4945, 5.8097, 6.0744], [-2.3428, 6.7714, 3.9278], [-3.1706, 5.2546, 4.2895], [-2.2683, 6.6875, 1.4433], [-0.4911, 3.3081, -0.4702], [-0.9020, 1.3244, 4.9997], [1.9801, -4.9338, 2.0430], [3.0408, -4.8568, 0.9493], [2.4481, -5.0902, -0.4366], [3.8027, -3.5140, 0.9810], [2.9270, -2.4010, 0.7506], [2.7049, -1.6744, -0.3607], [1.7937, -0.7658, -0.0828], [1.4800, -0.9590, 1.2114], [2.1417, -1.9308, 1.6955], [1.5916, -5.9469, 2.0956], [1.1472, -4.2584, 1.8459], [2.4003, -4.6886, 3.0148], [3.7935, -5.6273, 1.1456], [1.6934, -4.3452, -0.6810], [1.9756, -6.0669, -0.4824], [3.2226, -5.0589, -1.2000], [4.5765, -3.5099, 0.2106], [4.2582, -3.3769, 1.9645], [3.1705, -1.8202, -1.3151]],
  "forces_ev_per_angstrom": [[0.091, -1.389, -0.210], [-0.383, 0.230, 0.007], [0.524, -0.172, -1.749], [-0.062, -0.925, -0.010], [-0.042, -0.169, -0.108], [0.087, -0.196, 0.408], [0.015, -0.124, 0.161], [0.024, -0.122, 0.488], [-0.309, 0.140, 0.050], [-0.657, 0.493, -1.982], [-0.566, 1.139, -1.238], [0.163, -0.350, -0.185], [-0.570, -0.235, 0.580], [0.083, -0.049, -0.016], [-0.044, -0.025, -0.057], [-0.069, 0.051, 0.005], [-0.192, -0.001, 0.005], [0.294, 0.429, 0.833], [-0.308, -0.057, -0.190], [0.029, 0.022, 0.086], [-0.004, 0.048, -0.061], [0.120, -0.242, 0.083], [0.249, -0.525, 0.104], [-0.058, 0.027, -0.064], [-0.073, 0.272, -0.027], [0.033, 0.036, 0.116], [-0.183, 0.871, 1.581], [0.588, 1.539, -0.156], [0.105, -0.085, -0.372], [-0.015, -0.016, -0.091], [-0.214, -0.646, -0.176], [0.114, 0.055, -0.944], [0.472, 1.091, 1.763], [-0.186, 0.016, -0.290], [-1.014, -1.170, 1.357], [-0.015, -0.005, 0.091], [0.072, 0.039, -0.057], [0.040, -0.054, 0.111], [0.039, 0.045, -0.140], [0.062, -0.037, 0.075], [0.095, -0.059, 0.042], [-0.020, -0.064, 0.007], [-0.068, 0.050, 0.046], [-0.008, 0.192, 0.031], [-0.015, 0.058, -0.124], [0.076, 0.098, 0.058], [0.142, -0.063, -0.110], [-0.054, 0.203, -0.149], [0.096, -0.054, 0.206], [0.476, -1.275, 0.427], [-0.441, 1.422, -0.742], [-0.157, 0.244, 0.160], [0.713, -0.106, -0.379], [1.022, -0.199, -0.309], [0.048, -0.547, 1.276], [-0.110, -0.082, -0.015], [-0.030, -0.039, 0.023], [-0.014, 0.060, 0.150], [0.050, 0.130, 0.000], [-0.061, 0.016, -0.037], [-0.073, -0.105, -0.021], [0.055, 0.000, -0.157], [-0.085, 0.170, 0.088], [0.018, 0.124, -0.168], [0.104, -0.123, -0.085]],
  "lowdin_charge": [1.882, 0.103, -0.559, -0.176, -0.123, 0.053, 0.002, 0.053, -0.122, -0.022, -0.550, 0.131, -0.143, 0.130, 0.123, 0.132, -0.023, -0.286, -0.129, -0.110, -0.127, 0.089, -0.239, 0.097, 0.075, -0.034, -0.255, -0.176, 0.001, 0.054, 0.041, -0.059, -0.570, 0.121, -0.167, 0.095, 0.098, 0.080, 0.163, 0.131, 0.131, 0.128, 0.138, 0.139, 0.135, 0.156, -0.068, -0.393, -0.059, -0.092, -0.049, -0.060, 0.030, -0.108, 0.152, 0.086, 0.068, 0.082, 0.141, 0.051, 0.089, 0.086, 0.139, 0.139, 0.152],
  "gap_ev": 8.10,
  "charge": 1,
  "energy_ev": -54622.537,
  "de_lowest_kcal_mol": 26.46,
  "e_lumo_ev": -3.517
}

[2]
{
  "formula": "C45H59N3O28P3S",
  "method": "ωB97M-V/def2-TZVPD",
  "elements": ["C", "C", "C", "C", "C", "C", "P", "O", "O", "S", "C", "C", "C", "O", "C", "O", "C", "P", "O", "O", "O", "N", "C", "C", "C", "N", "P", "O", "O", "O", "C", "C", "C", "N", "C", "C", "O", "C", "C", "O", "H", "H", "H", "H", "H", "H", "H", "H", "H", "H", "H", "H", "H", "H", "H", "H", "H", "H", "H", "H", "H", "H", "H", "H", "H", "H", "H", "H", "H", "H", "H", "H", "H", "H", "H", "H", "H", "H", "H", "H", "H", "H", "H", "C", "C", "C", "O", "C", "C", "C", "O", "O", "O", "H", "H", "H", "H", "C", "C", "C", "O", "C", "C", "C", "O", "O", "O", "H", "H", "H", "H", "C", "C", "C", "O", "C", "C", "C", "O", "O", "O", "H", "H", "H", "H", "C", "C", "C", "O", "C", "C", "C", "O", "O", "O", "H", "H", "H", "H"],
  "xyz": [[-1.0152, -0.4128, 2.4980], [-0.8253, 1.1890, 2.2406], [-0.0252, 1.6381, 0.9074], [1.3629, 0.6930, 0.8440], [-0.7109, 1.6080, -0.5438], [-2.1735, 0.8398, -0.8446], [-2.0020, -0.7852, -1.7839], [-1.4038, -0.7410, -3.4010], [-3.4210, -1.8370, -1.8239], [-0.7220, -1.9525, -0.7955], [-3.3331, 2.0024, -1.2119], [-4.2507, 1.5161, -2.4620], [-5.7191, 2.2453, -2.6612], [-6.8273, 1.2632, -2.9213], [-8.0451, 1.9503, -3.3662], [-8.3709, 2.2302, -4.6472], [-4.3269, 1.6423, 0.0480], [-5.1351, 0.0037, 0.3264], [-4.2394, -1.1660, 0.9912], [-6.1359, -0.7601, -0.8322], [-6.2766, 0.3190, 1.6741], [-2.6152, 3.3979, -1.2626], [-2.9813, 4.2032, 0.0066], [-2.7091, 5.7690, 0.1642], [-2.3557, 6.3044, 1.7118], [-2.0959, 5.2525, 2.7325], [-3.2180, 4.6094, -2.4670], [-3.4413, 4.0707, -3.9712], [-4.7759, 5.2922, -2.1204], [-1.9792, 5.8125, -2.9166], [-1.1049, 3.0060, -1.3917], [0.1433, 3.9503, -1.2046], [0.4087, 5.0162, -0.0334], [0.7586, 6.3328, -0.3645], [-0.8333, 2.6075, -3.0021], [0.6494, 2.0982, -3.4262], [0.5117, 1.2391, -4.6113], [1.7955, 0.7785, -5.1394], [3.2505, 0.7552, -4.3988], [1.7632, 0.2619, -6.4007], [-0.0204, -1.0337, 2.5327], [-1.5110, -0.5230, 3.5786], [-1.7373, -0.9642, 1.7625], [-0.3417, 1.6332, 3.2378], [-1.9128, 1.6714, 2.1988], [0.4684, 2.6731, 1.2455], [1.1462, -0.4446, 0.7642], [1.9140, 1.0682, -0.1459], [2.0700, 1.0057, 1.7312], [-0.0185, 0.8140, -1.1168], [-2.3863, 0.4366, 0.2295], [-1.2065, -1.6683, -3.7491], [-3.3841, -2.5169, -1.0888], [-3.7316, 1.5908, -3.5364], [-4.5286, 0.3701, -2.4427], [-6.0062, 3.0231, -1.8446], [-5.6941, 2.8582, -3.6877], [-8.8470, 2.2198, -2.5273], [-5.2482, 2.4070, 0.0779], [-3.7836, 1.8496, 1.0965], [-6.1196, -1.7666, -0.7974], [-7.1318, 0.6526, 1.2642], [-4.1681, 4.2357, 0.1770], [-2.4502, 3.5373, 0.8459], [-1.8857, 6.2951, -0.4651], [-3.6699, 6.4482, -0.0801], [-3.2287, 6.9973, 2.1417], [-1.4017, 7.0228, 1.6962], [-1.3528, 4.5647, 2.4807], [-2.9560, 4.6837, 2.9675], [-5.1490, 5.7741, -2.9172], [-2.4501, 6.6861, -2.7359], [0.3189, 4.5516, -2.2248], [1.1070, 3.2489, -1.0575], [0.3562, 4.8384, 1.1467], [0.8968, 6.9000, 0.4990], [-1.6002, 1.8342, -3.4127], [-0.9409, 3.5682, -3.7088], [1.3076, 1.6102, -2.5971], [1.3022, 3.0285, -3.8024], [3.6900, -0.3332, -4.2058], [3.3218, 1.3348, -3.3871], [4.0225, 1.2616, -5.1558], [-3.7804, -1.4533, 7.6278], [-3.0859, -1.6129, 6.4996], [-1.6946, -1.0986, 6.3682], [-1.0747, -1.2770, 5.3256], [-1.1140, -0.3809, 7.5138], [-1.8099, -0.2183, 8.6407], [-3.1907, -0.7567, 8.7815], [-3.7984, -0.6075, 9.8363], [-1.2714, 0.4575, 9.7203], [-3.6345, -2.2642, 5.4101], [-4.7917, -1.8240, 7.7378], [-0.1086, 0.0033, 7.3986], [-1.9677, 0.4400, 10.4127], [-2.9360, -2.2520, 4.7200], [4.0963, -1.9744, -7.5200], [4.1195, -2.5110, -8.7416], [4.1642, -3.9866, -8.9377], [4.1656, -4.4509, -10.0723], [4.2105, -4.8399, -7.7401], [4.1908, -4.3029, -6.5186], [4.1182, -2.8290, -6.3229], [4.0830, -2.3659, -5.1878], [4.2368, -5.0989, -5.3888], [4.1018, -1.7141, -9.8715], [4.0615, -0.9037, -7.3630], [4.2609, -5.9097, -7.8969], [4.2090, -4.4763, -4.6298], [4.1235, -2.3370, -10.6304], [8.9312, -7.0742, -6.2530], [8.0020, -6.3945, -5.5782], [8.2549, -5.0081, -5.0968], [7.3751, -4.4016, -4.4958], [9.5751, -4.4161, -5.3632], [10.5053, -5.0973, -6.0350], [10.2425, -6.4728, -6.5402], [11.1109, -7.0668, -7.1705], [11.7492, -4.5480, -6.2866], [6.7681, -6.9542, -5.3022], [8.7600, -8.0817, -6.6107], [9.7519, -3.4147, -4.9923], [12.2410, -5.2346, -6.7878], [6.2742, -6.2654, -4.8063], [0.3533, -1.9816, 11.0536], [0.2307, -3.1158, 10.3612], [0.7111, -4.4136, 10.9112], [0.5676, -5.4422, 10.2596], [1.3534, -4.4058, 12.2348], [1.4790, -3.2710, 12.9255], [0.9738, -1.9782, 12.3873], [1.0872, -0.9547, 13.0535], [2.0841, -3.2560, 14.1688], [-0.3491, -3.1264, 9.1059], [0.0065, -1.0316, 10.6669], [1.7141, -5.3530, 12.6149], [2.0517, -2.3197, 14.4634], [-0.3221, -4.0636, 8.8140]],
  "forces_ev_per_angstrom": [[-0.760, -0.367, 0.920], [-1.179, -0.248, 0.435], [2.132, -0.306, 2.106], [0.109, 1.485, -0.959], [-1.920, -1.480, -1.877], [0.259, 1.554, 1.776], [1.353, -5.602, -0.596], [-1.920, 0.142, 2.070], [1.545, 2.324, -0.155], [-0.548, 1.393, -0.366], [-1.774, -5.220, 0.467], [-0.829, -0.273, -2.685], [-0.023, 1.578, -2.224], [-1.163, 2.378, -0.175], [-1.756, 1.147, -5.871], [2.874, -2.087, 8.780], [-0.923, 4.147, 1.119], [-0.688, -7.986, 4.860], [-2.286, 4.985, -2.888], [1.429, 1.578, 1.324], [0.943, 0.889, -4.185], [-0.619, 1.028, 1.230], [-0.937, 0.068, 3.535], [0.064, 3.231, -0.281], [0.264, 0.604, 0.914], [-0.845, -0.790, -0.623], [-1.593, 1.186, -11.647], [0.776, 0.734, 6.329], [2.859, -0.483, 0.804], [-3.441, -0.856, 3.110], [4.664, -2.200, -1.986], [2.171, 2.355, 0.009], [0.671, 5.324, 0.131], [-1.718, -5.762, 1.213], [-0.493, 0.336, -1.611], [1.428, 1.274, 0.004], [3.404, -0.278, 0.453], [-0.357, -3.100, -6.421], [0.699, 0.541, 0.069], [-0.094, 3.451, 8.330], [-1.840, 1.497, -0.066], [1.211, 0.353, -2.706], [1.376, 1.276, 1.131], [-0.770, -0.804, -2.446], [1.940, -0.889, 0.189], [-1.495, -1.854, -1.434], [0.404, 2.201, 0.211], [-0.944, -1.031, 2.020], [-1.544, -0.935, -1.626], [-1.085, 2.630, 0.609], [-0.150, 0.116, -2.098], [-0.457, 1.451, 1.058], [0.532, 1.417, -0.732], [-0.863, 0.205, 2.598], [0.803, 2.049, 0.772], [0.424, -1.586, -1.088], [0.373, -1.163, 2.439], [1.967, -0.725, -1.558], [1.855, -1.666, -0.115], [-1.274, -0.876, -2.217], [0.545, 1.834, 0.418], [1.227, -0.560, 0.777], [2.727, -0.982, -0.651], [-1.256, 1.892, -1.466], [-1.183, -1.670, 0.891], [1.853, -2.140, 0.240], [1.797, -1.738, -1.182], [-2.083, -1.732, -0.297], [-0.762, 0.980, 0.178], [1.301, 1.057, -0.357], [1.009, -1.051, 0.670], [1.125, -1.091, -0.256], [-0.341, -1.064, 2.549], [-2.406, 1.159, -0.572], [-0.008, -0.367, -2.767], [0.030, -0.821, -0.521], [1.404, 1.264, 0.870], [-0.258, -2.005, 1.873], [-1.556, 0.516, -1.332], [-1.545, -1.778, 1.057], [-1.546, 2.157, -0.705], [-0.354, -0.975, -1.938], [-1.940, -1.056, 1.597], [-0.004, 0.140, 0.323], [-1.147, -0.941, -1.122], [0.823, 0.241, 0.035], [-0.493, -0.183, 0.840], [-0.041, -0.062, -0.423], [1.110, 0.988, 0.980], [-1.012, -0.263, 0.560], [0.753, 0.062, -0.722], [-1.397, -0.942, -1.068], [1.422, 1.000, 1.003], [0.072, 0.009, 0.004], [-0.034, -0.057, 0.021], [0.222, 0.035, -0.219], [-0.341, -0.073, 0.244], [0.080, -0.050, 0.497], [-0.039, 1.506, -1.243], [0.021, -0.914, -0.647], [0.003, 0.624, 0.794], [0.007, 0.012, -0.253], [0.112, -1.414, 0.980], [-0.037, 0.984, 0.154], [0.034, -0.605, -0.432], [-0.108, 1.573, -0.815], [0.055, -1.744, 1.111], [-0.101, -0.083, -0.008], [-0.001, 0.047, 0.009], [0.046, -0.209, -0.310], [-0.019, 0.255, 0.289], [0.360, 0.004, -0.164], [-1.507, -1.233, 0.125], [-0.014, 0.888, 0.398], [0.321, -0.562, -0.379], [-0.430, 0.026, 0.168], [1.580, 1.218, -0.084], [0.198, -1.066, -0.545], [-0.472, 0.722, 0.533], [-1.504, -1.401, -0.032], [1.511, 1.404, 0.005], [0.016, 0.068, 0.017], [-0.010, -0.056, -0.025], [-0.188, 0.270, 0.187], [0.049, -0.265, -0.300], [0.106, 0.127, 0.239], [-0.718, 0.559, -1.334], [0.248, -1.082, 0.117], [-0.049, 0.909, 0.174], [-0.144, -0.176, -0.358], [0.913, -0.505, 1.664], [-0.177, 1.042, 0.025], [0.035, -0.910, -0.316], [-0.951, 0.771, -1.641], [0.752, -0.770, 1.399], [0.093, -0.092, 0.064], [-0.032, 0.050, -0.025], [0.013, -0.387, -0.098], [-0.001, 0.321, 0.151]],
  "lowdin_charge": [-0.129, -0.213, -0.295, -0.084, -0.150, -0.253, 0.476, -0.265, -0.312, 0.337, -0.281, -0.107, -0.163, -0.147, -0.139, -0.018, -0.212, 0.756, -0.374, -0.204, -0.205, -0.129, -0.164, -0.195, -0.241, -0.042, 0.848, -0.326, -0.185, -0.162, -0.250, -0.121, -0.169, 0.067, -0.085, -0.186, -0.081, -0.254, -0.019, -0.038, 0.094, 0.069, 0.035, 0.138, 0.089, 0.120, 0.042, 0.084, 0.106, 0.112, 0.079, 0.114, 0.065, 0.144, 0.122, 0.112, 0.142, 0.170, 0.116, 0.127, 0.124, 0.081, 0.158, 0.140, 0.083, 0.132, 0.141, 0.127, 0.044, 0.093, 0.133, 0.104, 0.141, 0.155, 0.118, 0.042, 0.112, 0.138, 0.110, 0.160, 0.095, 0.071, 0.122, 0.084, -0.202, -0.293, 0.060, 0.074, -0.217, -0.301, 0.117, 0.061, 0.085, 0.141, 0.141, 0.125, 0.113, 0.078, -0.201, -0.301, 0.114, 0.086, -0.203, -0.291, 0.083, 0.066, 0.086, 0.126, 0.141, 0.118, 0.118, 0.079, -0.206, -0.305, 0.097, 0.075, -0.207, -0.305, 0.111, 0.082, 0.076, 0.139, 0.136, 0.118, 0.092, 0.084, -0.197, -0.304, 0.109, 0.079, -0.207, -0.298, 0.111, 0.083, 0.072, 0.110, 0.139, 0.118, 0.119],
  "gap_ev": 6.11,
  "charge": 1,
  "energy_ev": -148101.366,
  "e_lumo_ev": -4.744
}